The following is a DFT calculation (ωB97M-V/def2-TZVPD) of 7 unconnected molecules or ions with the total composition C48H108FN6.

```
163
C48H108FN6 ωB97M-V/def2-TZVPD
C -42.370 10.986 -7.424
H -40.553 8.366 -7.097
H -31.191 3.395 -0.988
H -31.417 0.335 3.160
C -38.048 10.700 1.806
H -42.013 11.684 -8.182
H -30.723 14.382 -1.457
C -38.351 2.598 -3.475
H -41.276 11.973 -5.867
H -39.043 8.809 -7.925
H -31.957 6.699 -7.674
H -28.651 16.420 -2.509
H -36.080 12.569 0.673
C -29.098 12.110 -2.075
C -31.502 0.345 2.073
H -37.468 4.331 -2.381
H -27.989 14.563 -4.073
C -30.357 17.060 -1.296
H -41.491 10.283 -5.518
C -39.310 1.581 -2.898
H -34.620 12.797 1.355
H -36.846 11.405 -5.842
C -27.283 -0.904 2.731
H -27.855 1.080 3.081
H -27.349 14.308 -2.354
H -28.400 10.743 -3.605
C -37.831 0.342 -1.122
C -29.063 3.952 -7.099
H -42.699 -1.239 -0.101
N -39.865 10.501 -6.814
H -39.894 1.357 0.418
H -30.037 16.950 -0.260
C -43.683 11.484 -6.795
H -37.688 12.657 2.669
H -30.229 16.243 -3.306
H -30.667 4.447 1.324
H -26.807 -0.917 3.712
H -38.359 11.216 0.899
H -27.772 -1.854 2.514
H -26.056 12.481 -3.325
C -30.670 1.417 -0.056
C -31.892 9.925 2.919
H -31.758 9.659 1.871
C -33.129 10.866 2.847
C -41.237 10.980 -6.317
H -40.267 -1.002 -0.624
H -39.230 3.505 -0.948
H -39.008 11.357 -5.156
C -38.722 10.481 -5.738
H -37.119 12.137 -8.063
H -43.504 12.223 -6.014
C -30.312 3.436 -7.808
N -38.913 1.447 -1.441
H -30.121 8.807 -8.823
N -30.382 1.164 1.437
H -31.073 12.958 -3.464
H -40.399 9.464 -8.569
F -33.493 8.451 -2.889
C -34.224 9.977 2.343
C -29.735 14.649 -1.833
C -30.194 13.292 -4.015
H -39.754 11.674 -8.727
H -28.767 8.689 -11.120
H -32.181 3.440 1.244
H -32.944 11.710 2.183
H -37.449 10.551 -8.523
H -33.401 11.259 3.826
C -29.953 6.751 -9.395
H -37.754 2.770 -0.272
H -38.258 -0.628 -1.376
H -39.012 9.499 -5.365
H -30.792 2.530 3.055
H -29.994 0.897 -0.735
N -35.562 10.776 2.006
C -37.787 11.311 -7.819
H -28.135 5.375 -8.417
C -40.014 9.175 -7.592
H -31.401 16.765 -1.401
H -32.092 9.014 3.483
H -29.160 14.743 -0.912
H -35.930 10.684 4.095
H -36.524 9.657 0.457
H -29.292 3.796 -6.045
H -28.202 3.303 -7.260
H -35.536 12.327 3.478
H -31.012 10.376 3.378
H -37.507 0.251 -0.085
C -40.208 1.220 -0.617
N -29.267 13.496 -2.756
C -40.883 -0.118 -0.788
C -31.094 3.456 1.168
C -39.222 11.591 -7.779
H -41.118 -0.124 -1.853
H -38.851 9.984 1.979
C -28.373 8.618 -10.106
C -30.291 2.548 2.087
H -36.825 9.757 -6.546
C -42.214 -0.279 0.073
H -42.491 10.073 -8.008
H -28.586 6.175 -6.898
C -36.098 11.411 3.300
H -44.234 10.648 -6.366
H -29.222 2.755 2.140
H -27.301 10.900 -2.122
H -30.516 7.202 -6.679
C -30.652 4.466 -8.866
H -37.651 2.158 -4.186
H -42.908 0.548 -0.080
H -30.434 14.175 -4.607
C -37.376 10.695 -6.476
C -27.108 12.512 -3.608
H -31.232 3.336 -7.232
H -34.919 11.484 0.071
H -36.731 9.009 2.163
C -38.385 2.848 -1.157
H -29.222 -0.592 0.930
H -28.791 12.363 -1.060
C -27.938 11.389 -2.858
H -26.461 -0.716 2.041
H -31.679 4.641 -9.188
C -31.082 6.377 -7.110
C -36.729 9.878 1.504
H -44.255 11.899 -7.626
H -30.457 18.107 -1.582
H -37.027 0.531 -1.834
H -29.998 4.301 -9.722
C -30.597 2.932 -0.200
H -30.961 6.827 -9.805
H -36.538 2.840 -2.303
H -39.178 0.594 -3.341
H -29.996 11.494 -2.108
H -27.098 12.433 -4.695
H -28.275 0.872 0.859
H -40.347 1.871 -3.067
C -37.535 11.606 2.916
C -35.230 11.968 0.997
H -32.425 0.905 1.922
C -29.025 0.346 1.450
H -29.079 -0.234 3.513
C -37.549 3.244 -2.354
C -28.840 5.369 -7.586
H -31.650 0.976 -0.241
H -39.258 12.558 -7.277
H -42.119 -0.243 1.159
H -27.436 8.079 -9.967
H -38.204 11.316 3.726
C -28.367 0.163 2.789
H -33.946 9.542 1.383
H -34.557 9.238 3.072
H -28.068 9.640 -9.885
H -31.532 -0.646 1.621
H -38.854 3.334 -4.102
C -27.828 13.884 -3.236
H -28.752 8.105 -8.093
C -29.330 8.083 -9.017
H -29.573 3.261 -0.376
H -31.285 5.650 -6.324
H -30.194 2.500 -8.354
H -40.879 2.002 -0.974
H -29.827 12.501 -4.669
N -30.148 5.787 -8.209
H -29.260 6.287 -10.097
C -29.676 16.073 -2.382
```

Summary:
Charge ... +5
Electronic energy ... -2320.2387 Ha
Energy above the lowest of the compared OMol25 structures with the same formula, charge and spin ... 181.9 kJ/mol
HOMO level ... -14.38 eV
Frontier orbital gap ... 0.23306 Eh
LUMO level ... -8.04 eV